# 1
The following is a DFT calculation (ωB97M-V/def2-TZVPD) of a molecular structure, C28H20BF12N4OPdSb.

Geometry as XYZ:
```
68
Properties=species:S:1:pos:R:3:forces:R:3:lowdin_charge:R:1
Pd -0.77006 -0.75404 -1.25449 0.0 -0.5 -0.9 1.002
B -3.86062 -1.28632 0.42775 0.0 0.0 0.0 -0.405
N -2.74124 -2.37143 0.25887 0.0 0.0 -0.2 -0.073
C -2.79644 -3.57326 0.82760 0.0 0.0 0.0 -0.075
C -1.77815 -4.37111 0.31880 -0.1 0.0 0.1 -0.038
C -1.12240 -3.55049 -0.57945 -0.1 0.1 -0.1 -0.153
N -1.72569 -2.34970 -0.61912 -0.1 -0.5 0.7 -0.133
N -3.45791 0.05328 -0.28195 0.2 0.0 0.0 -0.040
C -4.25135 1.12642 -0.30053 -0.1 0.0 0.1 -0.071
C -3.55966 2.21218 -0.81235 -0.1 -0.1 0.1 -0.030
C -2.30200 1.71389 -1.09953 0.0 0.0 0.0 -0.141
N -2.25438 0.41802 -0.76866 -0.5 0.5 -0.1 -0.084
H -3.99107 -1.10333 1.61557 0.0 0.1 0.0 0.069
H -4.87918 -1.67903 -0.08544 0.0 0.0 0.0 0.071
H -3.58052 -3.79116 1.53313 0.0 0.0 0.0 0.132
H -1.55882 -5.39436 0.56449 0.0 0.0 0.0 0.100
H -0.26260 -3.74169 -1.20150 0.0 0.0 0.0 0.106
H -5.25558 1.04231 0.08020 0.0 0.0 0.0 0.131
H -3.91691 3.21706 -0.94646 0.0 0.0 0.0 0.106
H -1.43345 2.18907 -1.51965 0.0 0.0 0.0 0.111
F 1.64479 1.06607 -5.45068 0.0 0.0 -0.1 0.175
C 1.64063 0.80496 -4.13980 0.0 0.0 -0.1 -0.554
F 2.04561 1.89858 -3.50279 0.0 0.0 0.0 0.180
F 2.55140 -0.15402 -3.92379 0.0 0.0 0.1 0.166
C 0.23369 0.35270 -3.62200 0.0 0.1 0.4 -0.280
O 0.18979 0.63518 -2.27597 0.1 0.2 -0.6 -0.230
C 0.05825 -1.17909 -3.93137 0.0 0.2 0.1 -0.545
F 0.72423 -1.89839 -2.98263 -0.1 0.1 0.0 0.111
F -1.22687 -1.55892 -3.83459 0.1 0.0 -0.3 0.144
F 0.51027 -1.54744 -5.11712 0.0 0.0 0.0 0.203
C -0.87096 1.14134 -4.38478 0.1 0.0 -0.1 -0.561
F -0.97005 0.76673 -5.66722 0.0 0.0 0.0 0.172
F -2.06826 0.96725 -3.82701 0.0 0.0 0.1 0.166
F -0.59161 2.44978 -4.34362 0.0 0.0 0.0 0.177
F -1.75139 5.35432 1.80305 0.0 0.0 0.0 0.058
C -1.27990 4.09401 1.70954 0.0 0.1 0.0 -0.284
C -0.08771 3.87820 1.04930 0.0 -0.1 0.0 -0.002
C 0.38973 2.57771 0.95407 0.0 0.0 0.0 -0.100
C -0.31568 1.50814 1.49820 -0.1 0.1 -0.1 -0.393
C -1.51849 1.77542 2.15169 -0.1 0.0 0.0 -0.150
C -2.00888 3.06842 2.27171 0.0 0.0 0.0 -0.010
Sb 0.20091 -0.56700 1.51224 0.4 0.0 0.9 1.507
C 1.79411 -0.87752 0.09461 0.0 0.0 0.1 -0.423
C 2.64148 0.06990 -0.48964 0.0 0.0 0.0 -0.119
C 3.76008 -0.31506 -1.20383 0.0 -0.1 0.0 -0.005
C 4.02500 -1.66636 -1.34347 0.1 0.0 -0.1 -0.278
F 5.10639 -2.03695 -2.05223 0.0 0.0 0.0 0.071
C 3.22377 -2.63900 -0.79252 -0.1 0.0 0.0 -0.001
C 2.10805 -2.22651 -0.07031 0.0 -0.1 0.0 -0.160
C 1.52991 -0.30141 3.18706 0.0 0.0 0.1 -0.378
C 0.95605 -0.33236 4.45804 0.0 0.0 0.0 -0.138
C 1.70195 -0.07279 5.59933 0.0 0.0 0.0 -0.014
C 3.04289 0.21305 5.44741 0.0 0.0 0.1 -0.286
F 3.78259 0.46466 6.54754 0.0 0.0 0.0 0.055
C 3.65768 0.24357 4.21330 0.0 0.0 0.0 -0.008
C 2.88827 -0.01566 3.08617 0.0 0.0 -0.1 -0.105
H 0.45083 4.71431 0.62432 0.0 0.0 0.0 0.121
H 1.32354 2.42455 0.43412 0.0 0.0 0.0 0.082
H -2.11283 0.96372 2.56098 0.0 0.0 0.0 0.091
H -2.94344 3.28183 2.77225 0.0 0.0 0.0 0.123
H 2.43337 1.12510 -0.40643 0.0 0.0 0.0 0.086
H 4.41719 0.40693 -1.66874 0.0 0.0 0.0 0.128
H 3.47174 -3.68344 -0.92226 0.0 0.0 0.0 0.123
H 1.48262 -2.98442 0.39126 0.0 0.0 0.0 0.082
H -0.09733 -0.56537 4.57836 0.0 0.0 0.0 0.092
H 1.26479 -0.09455 6.58812 0.0 0.0 0.0 0.118
H 4.71428 0.46393 4.14507 0.0 0.0 0.0 0.119
H 3.37555 -0.00042 2.11776 0.0 0.0 0.0 0.089
```
Positions in Å, forces in eV/Å.

HOMO: -8.7183 eV
energy above the lowest of the compared OMol25 structures with the same formula, charge and spin: 30.9 kcal per mole
max |F|: 1.00 eV/Å
DFT total energy: -80672.11157 eV

---

# 2
The following is a DFT calculation (ωB97M-V/def2-TZVPD) of a molecular structure, C28H21AsClO2RhS.

Geometry as XYZ:
```
55
Properties=species:S:1:pos:R:3:forces:R:3:lowdin_charge:R:1
Rh 2.41431 -0.03966 -0.85212 0.5 0.1 -0.3 0.546
S 1.70961 0.47995 -3.13726 0.1 -0.1 0.2 0.794
C 0.30046 1.48416 -3.05902 0.0 0.1 -0.1 -0.662
C -0.24045 1.92129 -4.28538 0.0 0.0 0.1 -0.110
C -1.34686 2.74707 -4.30910 0.0 0.0 0.0 -0.068
C -1.92645 3.16475 -3.11463 0.0 0.0 0.0 -0.054
C -1.40198 2.74271 -1.89663 0.0 0.0 -0.1 -0.095
C -0.30582 1.89868 -1.85520 0.1 -0.1 -0.1 -0.388
As 0.41801 1.27135 -0.16831 -0.5 0.1 0.1 1.259
C -0.94753 0.05717 0.46277 0.1 -0.1 0.0 -0.388
C -2.04938 -0.29274 -0.30244 -0.1 0.0 0.0 -0.089
C -2.93286 -1.26275 0.16042 0.0 0.0 0.0 -0.075
C -2.71358 -1.88007 1.38173 0.0 0.0 0.0 -0.079
C -1.60489 -1.53285 2.14595 0.0 0.0 0.0 -0.076
C -0.71761 -0.57367 1.68408 -0.1 0.0 -0.1 -0.120
C 0.16749 2.82886 0.95390 0.1 0.0 0.0 -0.378
C 1.12208 3.84015 0.86414 -0.1 0.0 0.1 -0.106
C 0.97897 4.99710 1.61623 0.0 0.0 0.0 -0.075
C -0.11197 5.14062 2.46551 0.0 0.0 0.0 -0.080
C -1.05721 4.12825 2.56284 0.0 0.0 0.0 -0.077
C -0.92125 2.96826 1.80751 0.1 0.1 0.0 -0.101
H 0.23030 1.60037 -5.20631 0.0 0.0 0.0 0.101
H -1.75375 3.07586 -5.25750 0.0 0.0 0.0 0.110
H -2.78668 3.82471 -3.13068 0.1 -0.1 0.0 0.111
H -1.85394 3.07499 -0.97033 0.0 0.0 0.0 0.108
H -2.21562 0.16938 -1.26713 0.0 0.0 0.0 0.096
H -3.78828 -1.54386 -0.44386 0.1 0.0 0.0 0.106
H -3.39565 -2.64586 1.73310 0.0 0.0 0.0 0.107
H -1.42028 -2.02813 3.09060 0.0 0.0 0.0 0.108
H 0.16473 -0.33449 2.26188 0.1 0.0 0.1 0.095
H 1.98032 3.71929 0.21692 0.1 0.0 -0.1 0.104
H 1.72280 5.78068 1.54848 0.0 0.0 0.0 0.107
H -0.22034 6.04131 3.05873 0.0 -0.1 0.0 0.105
H -1.90402 4.23762 3.23034 0.0 0.0 0.0 0.106
H -1.65745 2.18007 1.88635 0.0 0.0 0.0 0.099
C 1.77043 -1.93967 -0.69038 0.0 0.3 0.0 -0.186
C 1.01990 -2.86822 -0.44652 -0.2 -0.6 0.1 -0.137
C 0.13794 -3.96687 -0.14889 0.0 0.3 0.0 -0.265
C 0.16285 -4.57656 1.10937 0.0 0.0 0.0 -0.046
C -0.72263 -5.60086 1.41366 0.0 0.0 0.0 -0.087
C -1.64781 -6.02870 0.46838 0.0 0.0 0.0 -0.095
C -1.67959 -5.43089 -0.78593 0.0 0.0 0.0 -0.087
C -0.79343 -4.40886 -1.09344 0.0 0.0 0.0 -0.042
H 0.88070 -4.22804 1.84179 0.0 0.0 0.0 0.115
H -0.69381 -6.06827 2.39162 0.0 0.0 -0.1 0.101
H -2.33895 -6.82931 0.70700 0.0 0.0 0.0 0.100
H -2.39780 -5.76590 -1.52613 0.1 0.0 0.0 0.101
H -0.81129 -3.93517 -2.06731 0.0 0.0 0.0 0.114
Cl 3.31006 0.26286 1.80207 0.2 -0.1 0.3 0.553
C 4.96031 -0.21665 1.26277 -0.1 0.0 -0.1 -0.447
C 5.34306 0.37917 -0.09115 -0.1 0.1 -0.2 -0.714
O 6.53002 0.57242 -0.26316 -0.2 0.0 -0.1 0.058
O 4.40086 0.59619 -0.96134 0.1 -0.1 0.1 -0.236
H 4.96702 -1.30028 1.18971 0.0 -0.1 0.0 0.082
H 5.66695 0.11303 2.01227 0.0 0.0 0.1 0.075
```
Positions in Å, forces in eV/Å.

HOMO (spin up / spin down): -7.9395 / -8.1969 eV
energy above the lowest of the compared OMol25 structures with the same formula, charge and spin: 8.8 kcal per mole
max |F|: 0.65 eV/Å
2S+1: 5
DFT total energy: -120672.56484 eV

---

# 3
The following is a DFT calculation (ωB97M-V/def2-TZVPD) of a molecular structure, C28H21BeClGeNO5S4.

Geometry as XYZ:
```
62
Properties=species:S:1:pos:R:3:forces:R:3:lowdin_charge:R:1
Be 0.08979 1.50504 1.06150 0.1 -0.2 0.5 -0.239
S 3.81915 0.40363 2.69554 0.3 -0.1 0.1 0.379
C 2.31742 0.68042 2.05838 0.0 0.2 0.0 -1.765
S 2.01568 0.79062 0.33915 0.0 0.0 -0.1 0.549
S 0.87108 0.92896 2.95812 -0.1 0.0 -0.1 0.581
O 0.70350 4.38279 2.55321 0.0 0.0 -0.1 0.071
C 0.34793 4.31148 1.39520 0.2 0.2 0.4 -0.484
N -0.04984 3.19769 0.71987 -0.3 -0.4 -0.5 -0.081
S -0.57150 3.51914 -0.79724 0.0 0.7 -0.3 0.652
O -2.00491 3.46700 -0.93516 -0.1 -0.2 0.2 -0.286
O 0.19737 2.85294 -1.80989 0.1 -0.3 0.0 -0.300
C -0.13455 5.23842 -0.76146 0.1 -0.1 0.3 -0.206
C -0.21925 6.19680 -1.74986 0.0 0.1 -0.1 -0.042
C 0.18004 7.48806 -1.42560 0.0 -0.1 0.0 -0.093
C 0.63997 7.79037 -0.14558 0.0 0.1 0.0 -0.091
C 0.71423 6.81176 0.83354 0.0 -0.2 0.0 -0.008
C 0.31925 5.52426 0.50485 0.1 0.3 -0.1 -0.123
H -0.57746 5.94627 -2.73847 0.0 0.0 0.0 0.115
H 0.13503 8.26847 -2.17538 0.0 0.0 0.0 0.093
H 0.94691 8.80402 0.08108 0.0 0.0 0.0 0.093
H 1.07406 7.01822 1.83205 0.0 0.0 0.0 0.116
Cl -4.98579 0.17491 -0.07566 -0.3 0.0 0.0 0.551
C -3.25827 0.37566 -0.44359 0.2 -0.1 0.2 -0.482
C -2.41869 0.79662 0.76938 -0.1 0.4 -0.1 -0.682
O -2.90725 1.15833 1.81814 0.1 -0.1 0.0 0.042
O -1.16073 0.76243 0.45583 -0.2 0.0 -0.4 -0.165
H -3.17440 1.15969 -1.19065 0.1 0.0 0.0 0.064
H -2.89330 -0.56857 -0.84273 0.0 0.1 0.0 0.053
C 3.57840 -4.72500 2.33885 0.1 -0.1 0.0 -0.124
C 2.21106 -4.87507 2.52149 0.0 -0.1 0.1 -0.116
C 1.32842 -3.99366 1.91721 -0.1 0.0 0.0 -0.111
C 1.78888 -2.94990 1.11727 -0.2 0.1 -0.2 -0.299
C 3.16558 -2.80350 0.95657 0.0 0.1 0.0 -0.141
C 4.05297 -3.68329 1.55511 0.1 0.0 0.0 -0.105
Ge 0.55771 -1.65931 0.25976 -0.1 -0.2 0.0 0.989
C 0.73469 -1.96997 -1.69875 0.0 0.1 0.2 -0.303
C 0.07673 -1.10234 -2.57116 -0.1 0.1 0.1 -0.108
C 0.16248 -1.26063 -3.94545 0.0 0.0 -0.1 -0.100
C 0.92436 -2.29135 -4.47973 0.0 0.0 -0.1 -0.126
C 1.59741 -3.15372 -3.62701 0.0 -0.1 -0.1 -0.117
C 1.50235 -2.99008 -2.25250 0.1 -0.1 0.1 -0.112
C -1.29075 -2.29518 0.65330 0.3 -0.1 0.1 -0.308
C -1.85825 -1.98563 1.88928 0.1 0.0 0.0 -0.125
C -3.15658 -2.36128 2.19479 -0.1 0.0 0.0 -0.092
C -3.92019 -3.04846 1.26130 0.0 0.0 0.1 -0.128
C -3.37473 -3.35309 0.02370 -0.1 -0.1 0.0 -0.118
C -2.07298 -2.97753 -0.27487 0.1 -0.1 -0.1 -0.127
H 4.27117 -5.40748 2.81870 0.0 0.0 0.0 0.084
H 1.83060 -5.67825 3.14352 0.0 0.0 0.0 0.087
H 0.26155 -4.11963 2.06953 0.0 0.0 0.0 0.089
H 3.54981 -1.96708 0.38440 0.0 0.0 0.0 0.085
H 5.11951 -3.53453 1.43277 0.0 0.0 0.0 0.094
H -0.49787 -0.27599 -2.16368 0.0 0.0 0.0 0.097
H -0.35418 -0.56985 -4.60175 0.0 0.0 0.0 0.094
H 1.00077 -2.41486 -5.55438 0.0 0.0 0.0 0.084
H 2.20191 -3.95708 -4.03465 0.0 0.0 0.0 0.087
H 2.03552 -3.67079 -1.59686 0.0 0.0 0.0 0.090
H -1.28352 -1.41030 2.60711 0.0 0.0 0.0 0.093
H -3.58403 -2.08605 3.15112 0.0 0.0 0.0 0.101
H -4.94361 -3.32299 1.48866 0.0 0.0 0.0 0.089
H -3.96902 -3.87639 -0.71760 0.0 0.0 0.0 0.091
H -1.66163 -3.21519 -1.25066 0.0 0.0 0.0 0.093
```
Positions in Å, forces in eV/Å.

HOMO (spin up / spin down): -0.4682 / -1.9182 eV
energy above the lowest of the compared OMol25 structures with the same formula, charge and spin: 0.0 kcal per mole
max |F|: 0.79 eV/Å
total charge: -2
2S+1: 2
DFT total energy: -153891.37519 eV